Molecular formula: C9H13NO2S
Method: DFT, ωB97M-V/def2-TZVPD

```
! wB97M-V def2-TZVPD RIJCOSX def2/J DEFGRID3
* xyz 0 1
C 1.8053 -2.1063 0.0041
C 2.7795 -1.1390 0.0078
C 2.5493 0.1889 -0.1559
C -0.1453 -0.2768 0.0843
C 4.1975 -1.6009 0.2832
C -0.9527 1.8510 -0.7624
C -1.8662 0.8146 1.3269
C -2.4473 -0.1725 -0.9212
C -1.3581 0.5243 -0.0992
N 3.0075 1.4184 -0.0478
O 4.1797 1.3954 -0.5102
O 2.3959 2.3971 0.3340
S 0.0900 -1.8625 -0.1860
H 2.0635 -3.1460 0.1097
H 4.9046 -0.8446 -0.0462
H 4.3189 -1.7590 1.3534
H 4.3921 -2.5351 -0.2371
H -1.7905 2.5426 -0.7325
H -0.1086 2.2980 -0.2412
H -0.6723 1.6856 -1.7996
H -2.7138 1.4945 1.2760
H -2.1817 -0.1044 1.8163
H -1.0806 1.2774 1.9191
H -2.7505 -1.1044 -0.4466
H -3.3179 0.4727 -1.0112
H -2.0795 -0.3990 -1.9203
*
```

---

Molecular formula: C9H13NO2S
Method: DFT, ωB97M-V/def2-TZVPD

```
! wB97M-V def2-TZVPD RIJCOSX def2/J DEFGRID3
* xyz 0 1
C -2.6895 2.4756 -0.2385
C -2.5209 0.9797 -0.4156
C -1.6476 3.2011 0.1556
C -1.3418 0.3754 -0.2394
C -0.2916 2.6405 0.3892
C -0.1745 1.1286 0.2507
C 1.8710 -2.6573 -1.0233
C 1.6895 -1.1155 -0.8204
C 1.2291 -0.7979 0.5547
N 0.9225 0.6322 0.6049
O 0.5010 2.6278 -2.9038
O 1.1103 0.6977 -4.1602
S 1.2533 1.4163 -2.9355
H -3.7051 2.8474 -0.4071
H -3.5115 0.5608 -0.7090
H -1.7672 4.2906 0.2965
H -1.1967 -0.6829 -0.4510
H 0.0302 3.0088 1.2912
H 1.7116 -3.1442 -0.0987
H 1.1168 -3.0321 -1.6180
H 2.8841 -2.7018 -1.4000
H 0.8979 -0.7254 -1.4681
H 2.7361 -0.7384 -0.8181
H 0.5049 -1.4522 0.9889
H 2.0668 -0.9887 1.2892
H 0.2748 3.1750 -0.4662
*
```

---

Molecular formula: C9H13NOS
Method: DFT, ωB97M-V/def2-TZVPD

```
! wB97M-V def2-TZVPD RIJCOSX def2/J DEFGRID3
* xyz 0 1
C 0.9902 0.7383 3.2594
C 0.3491 1.4529 2.3569
C 1.2730 -0.5770 3.0159
C -0.0214 0.9861 1.0842
C 0.9535 -1.0692 1.7600
C 0.2205 -0.3397 0.8229
C -1.4830 -2.1126 -0.3497
C 0.9375 0.9646 -2.0522
C -1.4586 0.4143 -2.5596
N -0.3097 0.2647 -1.7399
O 0.8763 -1.9108 -1.3543
S -0.2125 -1.0821 -0.7620
H 1.0655 1.0677 4.3093
H 0.1927 2.5457 2.5927
H 1.8365 -1.2588 3.8285
H -0.5948 1.5830 0.4026
H 1.1482 -2.1136 1.6248
H -1.8180 -2.5999 -1.2425
H -2.4083 -1.5732 -0.1904
H 1.6933 0.8829 -1.2706
H 1.3652 0.4836 -2.8557
H 0.8210 1.9866 -2.4796
H -1.8209 -0.5945 -2.8177
H -2.3091 0.8386 -1.9339
H -1.2864 1.0225 -3.4491
*
```

---

Molecular formula: C9H13OP
Method: DFT, ωB97M-V/def2-TZVPD

```
! wB97M-V def2-TZVPD RIJCOSX def2/J DEFGRID3
* xyz 0 1
C -2.5909 -2.7364 1.4343
C -1.1906 -2.8707 1.4468
C -3.0861 -1.5624 0.9468
C -0.3172 -1.7783 1.3192
C -2.2891 -0.4254 0.6510
C -0.8791 -0.5399 0.9288
C 2.2606 1.9512 -0.3419
C 1.6141 -0.2457 -1.2360
C 1.7872 0.5725 0.1145
O 0.4047 1.6183 2.2152
P 0.1539 0.9624 0.9332
H -3.2351 -3.5779 1.7146
H -0.7473 -3.7962 1.8429
H -4.1585 -1.5042 0.5180
H 0.7384 -1.9033 1.3256
H -2.5590 0.6058 0.4751
H 1.7376 2.2382 -1.1532
H 1.8951 2.5751 0.5155
H 3.2932 1.9029 -0.7868
H 0.5505 -0.1045 -1.5906
H 1.7937 -1.2654 -1.1096
H 2.3883 0.0252 -2.0548
H 2.4356 0.0464 1.0082
H -0.9702 1.9797 -0.6234
*
```

---

What are the ΔE to the lowest compared entry with this formula, charge and spin values for these records? In order: 214.3 76.8 101.8 75.3 kcal per mole.